<1>
The following is a quantum chemistry calculation of C2H2N4O in the gas phase, from the Open Molecules 2025 dataset.

Properties
HOMO level (eV): -9.8
Frontier orbital gap (eV): 8.523
LUMO energy (eV): -1.308
SMILES: [H]/N=c1\nncno1

```
9
C2H2N4O (wB97M-V/def2-TZVPD)
H -2.665 0.935 -0.212
N -2.293 -0.075 0.060
C -1.029 0.020 0.119
N -0.155 1.205 -0.110
N 1.077 1.202 -0.022
C 1.660 -0.021 0.172
N 1.078 -1.148 -0.128
O -0.228 -1.170 -0.033
H 2.753 0.143 0.132
```

<2>
The following is a quantum chemistry calculation of C2H2N4O in the gas phase, from the Open Molecules 2025 dataset.

Properties
HOMO level (eV): -10.3
Frontier orbital gap (eV): 8.240
LUMO energy (eV): -2.014
SMILES: OC=C1N=NN=N1

```
9
C2H2N4O (wB97M-V/def2-TZVPD)
O 2.622 -0.352 -0.123
C 1.529 0.447 0.079
C 0.188 0.104 0.024
N -0.862 1.129 -0.052
N -2.001 0.479 -0.016
N -1.762 -0.761 0.032
N -0.548 -1.165 0.010
H 3.400 0.083 0.486
H 1.538 1.651 0.061
```

<3>
The following is a quantum chemistry calculation of C2H2N4O in the gas phase, from the Open Molecules 2025 dataset.

Properties
HOMO level (eV): -9.7
Frontier orbital gap (eV): 8.971
LUMO energy (eV): -0.745
SMILES: [O-][n+]1nccnn1

```
9
C2H2N4O (wB97M-V/def2-TZVPD)
O -3.782 -0.379 1.101
N -2.706 -0.385 0.577
N -1.662 -0.237 1.268
C -0.445 -0.112 0.655
C -0.379 -0.007 -0.761
N -1.498 -0.391 -1.423
N -2.566 -0.642 -0.927
H 0.463 -0.084 1.381
H 0.497 0.301 -1.405
```

Tell me which of them is the least stable. Sure, it is <3>.

<1>
The following is a quantum chemistry calculation of a molecular structure, C19H18FN3O2, from the Open Molecules 2025 dataset.

Properties
HOMO level (eV): -8.1
Frontier orbital gap (eV): 8.675
LUMO energy (eV): 0.541

```
43
C19H18FN3O2 (wB97M-V/def2-TZVPD)
O 2.383 4.019 4.038
F -1.064 -3.433 -1.879
C -1.315 -0.580 -2.316
C -1.772 -0.111 -3.345
N 0.853 1.706 1.804
O -3.876 -0.043 -4.565
C 1.771 3.660 3.073
C 1.444 2.260 2.820
C 0.966 0.298 1.927
C 1.532 0.027 3.114
C -0.275 -0.235 -0.140
C -0.026 -2.948 0.228
C -0.652 -2.557 -0.964
C -0.690 -1.123 -1.174
C 0.374 -0.699 0.999
C 0.459 -2.090 1.194
N 1.354 4.683 2.278
N 1.933 1.276 3.628
C -2.536 2.030 -4.389
C -1.837 0.130 -5.871
C 2.526 -2.118 2.604
C 0.595 -2.109 3.798
C -2.466 0.499 -4.545
C 1.825 -1.295 3.705
C 1.123 -2.656 2.422
H -4.130 -0.598 -5.304
H -0.243 0.885 -0.296
H -0.096 -4.042 0.300
H 1.437 5.629 2.773
H 0.934 4.434 1.426
H 2.380 1.459 4.488
H -1.754 2.395 -4.951
H -2.390 2.295 -3.316
H -3.445 2.436 -4.773
H -1.843 -0.978 -5.994
H -2.431 0.529 -6.751
H -0.819 0.464 -6.052
H 3.105 -2.936 3.017
H 3.064 -1.632 1.763
H 0.615 -2.620 4.760
H -0.354 -1.521 3.610
H 2.296 -1.059 4.694
H 1.046 -3.731 2.162
```

<2>
The following is a quantum chemistry calculation of C19H18FN3O2 in the gas phase, from the Open Molecules 2025 dataset.

Properties
HOMO level (eV): -8.6
Frontier orbital gap (eV): 8.732
LUMO energy (eV): 0.122
SMILES: CCn1cc(C(=O)NCc2ccccc2F)c(=O)c2ccc(C)nc21

```
43
C19H18FN3O2 (wB97M-V/def2-TZVPD)
C -2.724 -2.918 1.301
C -2.861 -2.492 -0.157
N -2.146 -1.254 -0.402
C -0.846 -1.267 -0.744
C -0.078 -0.159 -0.939
C 1.348 -0.407 -1.313
O 1.773 -1.538 -1.499
N 2.095 0.701 -1.442
C 3.502 0.629 -1.728
C 4.394 0.437 -0.521
C 5.681 -0.057 -0.708
C 6.547 -0.247 0.353
C 6.138 0.048 1.643
C 4.865 0.538 1.859
C 4.016 0.730 0.782
F 2.787 1.226 1.050
C -0.646 1.166 -0.772
O -0.042 2.226 -0.934
C -2.061 1.147 -0.384
C -2.762 2.338 -0.170
C -4.085 2.294 0.200
C -4.702 1.046 0.355
C -6.138 0.941 0.758
N -4.056 -0.086 0.158
C -2.772 -0.051 -0.202
H -3.253 -3.853 1.465
H -1.678 -3.057 1.562
H -3.150 -2.157 1.950
H -2.454 -3.259 -0.819
H -3.911 -2.317 -0.396
H -0.385 -2.237 -0.881
H 1.657 1.591 -1.214
H 3.658 -0.224 -2.399
H 3.799 1.546 -2.249
H 6.001 -0.298 -1.711
H 7.540 -0.631 0.173
H 6.806 -0.103 2.477
H 4.513 0.779 2.850
H -2.233 3.270 -0.304
H -4.649 3.198 0.372
H -6.288 1.407 1.731
H -6.431 -0.103 0.811
H -6.769 1.458 0.038
```

Tell me which of them is the least stable. Sure, it is <1>.

<1>
The following is a quantum chemistry calculation of 2 unconnected molecules or ions with the total composition C3H11NO, from the Open Molecules 2025 dataset.

Properties
HOMO level (eV): -9.5
Frontier orbital gap (eV): 10.218
LUMO energy (eV): 0.735
SMILES: CCN.CO

```
16
C3H11NO (wB97M-V/def2-TZVPD)
C -1.269 -1.341 -1.988
C -0.211 -0.460 -1.350
N -0.721 0.953 -1.442
H -0.920 -2.378 -2.056
H -1.392 -0.983 -2.986
H -2.169 -1.410 -1.381
H 0.779 -0.408 -1.806
H -0.059 -0.729 -0.299
H -1.708 0.908 -1.209
H -0.282 1.526 -0.731
C 1.480 0.448 2.402
O 1.182 1.400 3.404
H 2.419 -0.084 2.560
H 1.489 0.788 1.399
H 0.710 -0.333 2.467
H 0.671 2.105 3.013
```

<2>
The following is a quantum chemistry calculation of 2 unconnected molecules or ions with the total composition C3H11NO, from the Open Molecules 2025 dataset.

Properties
HOMO level (eV): -9.7
Frontier orbital gap (eV): 10.293
LUMO energy (eV): 0.638
SMILES: NCO.CC

```
16
C3H11NO (wB97M-V/def2-TZVPD)
N -0.644 0.799 2.369
C -1.735 1.751 2.220
O -2.980 1.167 2.571
H -0.911 -0.002 1.801
H 0.165 1.242 1.940
H -1.666 2.659 2.811
H -1.856 2.119 1.187
H -2.895 0.211 2.612
C 2.168 -1.215 -1.708
C 1.008 -1.232 -2.713
H 1.777 -1.543 -0.740
H 2.629 -0.253 -1.524
H 2.914 -1.960 -1.995
H 1.279 -1.588 -3.696
H 0.224 -1.897 -2.348
H 0.522 -0.260 -2.786
```

Tell me which of them is the least stable. Sure, it is <1>.

<1>
The following is a quantum chemistry calculation of 2 unconnected molecules or ions with the total composition C3H11NO, from the Open Molecules 2025 dataset.

Properties
HOMO level (eV): -9.5
Frontier orbital gap (eV): 10.374
LUMO energy (eV): 0.923
SMILES: CCNC.O

```
16
C3H11NO (wB97M-V/def2-TZVPD)
C 1.836 -0.241 -0.466
C 0.457 -0.428 -1.078
N -0.607 -0.379 -0.054
C -1.358 -1.635 -0.004
H 2.033 0.787 -0.131
H 2.630 -0.520 -1.150
H 1.978 -0.892 0.397
H 0.444 -1.419 -1.518
H 0.350 0.267 -1.905
H -1.255 0.332 -0.373
H -2.053 -1.762 -0.833
H -0.639 -2.433 0.150
H -1.872 -1.658 0.965
O -0.117 2.340 1.343
H 0.187 1.480 1.028
H -1.065 2.225 1.497
```

<2>
The following is a quantum chemistry calculation of 2 unconnected molecules or ions with the total composition C3H11NO, from the Open Molecules 2025 dataset.

Properties
HOMO level (eV): -8.6
Frontier orbital gap (eV): 9.679
LUMO energy (eV): 1.068
SMILES: CCNC.O

```
16
C3H11NO (wB97M-V/def2-TZVPD)
C -1.008 -0.838 -0.834
C 0.568 -0.685 -0.753
N 0.843 0.309 0.284
C 1.559 1.535 0.033
H -1.340 -1.761 -0.397
H -1.245 -0.841 -1.898
H -1.498 0.045 -0.467
H 0.938 -0.550 -1.778
H 0.944 -1.656 -0.409
H 1.221 -0.183 1.078
H 2.383 1.434 -0.666
H 0.857 2.288 -0.402
H 1.757 2.064 0.955
O -1.782 -0.351 2.097
H -2.724 -0.519 1.975
H -1.476 -0.292 1.182
```

Tell me which of them is the least stable. Sure, it is <2>.

<1>
The following is a quantum chemistry calculation of 2 unconnected molecules or ions with the total composition C3H11NO, from the Open Molecules 2025 dataset.

Properties
HOMO level (eV): -8.4
Frontier orbital gap (eV): 9.348
LUMO energy (eV): 0.998
SMILES: CNC.CO

```
16
C3H11NO (wB97M-V/def2-TZVPD)
C -1.218 -1.119 -0.512
N -0.163 -0.093 -1.124
C 0.185 -0.498 -2.449
H -1.780 -0.746 0.352
H -2.063 -1.394 -1.300
H -0.636 -2.061 -0.212
H -0.208 0.877 -0.743
H 0.502 0.167 -3.197
H -0.798 -0.782 -2.878
H 0.955 -1.399 -2.432
C 0.747 1.532 2.203
O 0.422 0.158 1.828
H 0.194 1.509 3.202
H 1.874 1.575 2.307
H 0.424 2.311 1.499
H 1.016 -0.159 1.191
```

<2>
The following is a quantum chemistry calculation of 2 unconnected molecules or ions with the total composition C3H11NO, from the Open Molecules 2025 dataset.

Properties
HOMO level (eV): -8.6
Frontier orbital gap (eV): 9.373
LUMO energy (eV): 0.813
SMILES: CCNC.O

```
16
C3H11NO (wB97M-V/def2-TZVPD)
C -2.846 1.670 -1.854
C -2.185 0.740 -0.813
N -0.722 0.976 -0.823
C 0.000 0.000 0.000
H -2.594 1.282 -2.855
H -2.523 2.723 -1.793
H -3.941 1.630 -1.726
H -2.435 -0.317 -1.023
H -2.782 1.060 0.063
H -0.454 1.899 -0.459
H -0.404 -1.026 -0.031
H -0.333 0.480 0.936
H 1.102 -0.056 0.005
O -6.619 1.519 -0.937
H -6.478 2.486 -0.826
H -5.890 1.101 -0.425
```

Tell me which of them is the least stable. Sure, it is <1>.